C32H65Br26ClFN3OP | ωB97M-V/def2-TZVPD

```
130
Properties=species:S:1:pos:R:3:forces:R:3:lowdin_charge:R:1
Br 6.570784 0.666446 3.523137 0.1 0.0 0.0 0.615
Br 8.862001 2.588219 1.333460 -0.1 0.0 0.0 0.650
Br 8.239873 -1.567238 -2.609090 -0.1 0.0 0.0 0.624
Br 5.598503 -1.039874 -0.102994 -0.1 -0.1 0.0 0.616
Br -5.654389 6.929474 -2.576855 0.1 0.1 0.0 0.623
Br 1.901869 -0.512039 -1.533695 1.9 -1.0 -3.1 0.874
Br -0.575161 -6.926141 -12.740633 -0.1 0.0 0.1 0.608
Br -2.720739 5.364143 0.227498 0.1 0.1 -0.2 0.682
Br 6.995536 3.119154 11.581305 -0.1 0.0 0.3 0.706
Br -3.198242 -0.087806 5.970272 0.0 0.0 -0.1 0.624
Br -0.517302 -4.692579 -4.377944 0.1 0.0 0.0 0.612
Br -8.748145 0.148218 1.472053 0.0 -0.1 0.0 0.568
Br 1.412082 -8.355598 -9.997318 0.0 0.0 0.0 0.607
Br 8.109617 4.006014 6.911772 0.0 0.1 0.2 0.669
Br 7.932631 -0.449372 11.584627 0.0 0.0 0.0 0.644
Br -4.556044 -7.458172 -6.739796 0.0 0.0 0.0 0.641
Br -2.432302 -6.011603 -9.393659 0.0 0.0 0.0 0.625
Br -11.932056 1.526552 2.699840 0.1 0.0 0.0 0.615
Br 9.136892 0.445521 6.919982 0.0 0.0 0.0 0.640
Br 3.544660 -2.814327 -3.770945 -0.1 -0.1 -0.1 0.641
Br -7.790645 4.161462 -0.101532 0.0 0.0 0.0 0.630
Br -2.811362 6.203954 3.797772 0.0 -0.1 0.0 0.649
Br -4.650005 3.492129 -3.370721 0.0 0.0 0.1 0.577
Br -3.632665 -2.523158 3.279315 -0.1 -0.2 0.1 0.627
Br -6.353763 3.210341 3.175820 -0.1 -0.1 0.0 0.609
Br 2.385845 -6.067073 -6.217417 0.0 0.0 0.0 0.624
Cl -0.813950 -3.527769 2.052379 0.0 0.1 0.1 0.718
P 0.000019 0.836553 0.103004 -0.3 2.0 2.7 0.680
F -3.498607 1.732994 0.692515 0.0 0.2 -0.1 -0.062
O -0.279607 1.600016 1.326097 -0.4 -0.4 0.3 -0.390
N 1.936284 -1.765755 0.992700 -0.1 0.0 1.0 0.220
N 0.150038 -3.173180 0.669847 0.7 -0.6 -0.5 -0.436
N -0.291775 -0.949663 0.382852 1.6 0.4 -2.4 -0.056
C -1.719862 6.716707 1.200747 0.1 -0.1 -0.1 -0.671
C -3.279331 -6.000464 -6.646775 -0.2 0.0 0.0 -0.734
C -3.318318 -0.295226 -0.542697 -0.4 -0.4 0.5 -0.151
C -1.311266 6.219152 2.561169 -0.1 0.1 0.1 -0.685
C 0.651850 -5.511810 -6.885341 0.2 0.0 0.0 -0.710
C -3.381752 0.361975 0.832685 0.2 -0.1 -0.1 -0.228
C -10.362814 0.599451 0.488649 0.1 0.1 -0.1 -0.695
C 3.015952 -0.981544 -4.115089 0.2 -0.2 0.0 -0.683
C -4.659740 -0.320066 4.709079 -0.1 0.2 0.4 -0.714
C -4.976191 -1.770257 4.472214 0.0 0.1 -0.3 -0.648
C -3.311228 -5.147572 -7.888164 0.2 0.0 -0.1 -0.691
C -2.633580 -1.665476 -0.483286 0.2 0.7 0.0 -0.155
C -6.277940 4.451559 -3.840834 0.0 -0.1 -0.1 -0.694
C 6.711379 1.758435 12.944713 0.0 0.2 0.0 -0.672
C 1.991829 -7.296919 -11.519638 0.0 0.0 0.2 -0.692
C 3.263784 -0.124350 -2.905735 -0.1 0.1 -0.3 -0.563
C -6.000870 5.892778 -4.179483 -0.1 0.0 0.1 -0.686
C 0.671118 -1.864156 0.704475 -0.8 0.3 1.1 -0.529
C -1.121944 -1.654586 -0.676074 -0.6 -1.5 -0.3 -0.305
C 7.737361 3.188915 2.808943 0.1 0.0 0.0 -0.670
C 7.885373 0.824323 13.054416 0.0 -0.2 0.0 -0.683
C 7.702031 2.200189 3.939424 -0.2 -0.1 0.0 -0.736
C -6.453472 5.068900 0.992836 0.0 0.0 -0.1 -0.666
C -0.612951 -3.130729 -0.608907 -0.2 0.3 1.6 -0.135
C -11.000515 1.852620 1.026560 -0.2 0.0 0.1 -0.710
C 0.996777 -6.217236 -11.852376 0.0 0.0 -0.2 -0.706
C 7.524967 -0.750512 0.045754 0.0 0.1 0.2 -0.675
C 8.094580 -0.203350 -1.230930 0.1 -0.2 -0.1 -0.713
C 7.849550 2.625353 8.269061 0.1 0.2 0.0 -0.698
C -5.519827 4.096515 1.656565 -0.1 -0.1 0.1 -0.745
C 0.148220 -4.287827 -6.167238 -0.2 0.0 0.0 -0.670
C 9.043525 1.722708 8.385946 0.0 -0.2 0.0 -0.684
H 0.922224 -3.537098 -6.044184 0.0 0.0 0.0 0.035
H 1.431076 -5.503667 -12.548909 0.0 0.0 0.0 0.059
H -5.511664 0.183497 5.160076 0.0 0.0 0.0 0.059
H -2.766086 -4.219692 -7.726374 0.0 0.0 0.0 0.040
H 8.835825 1.346961 13.047828 0.0 0.0 0.0 0.053
H -4.995805 -2.367616 5.376922 0.1 0.0 0.0 0.058
H 1.967513 -1.001877 -4.395929 0.0 0.1 0.0 0.049
H -0.919795 5.207296 2.531835 0.0 0.0 0.0 0.050
H 9.106177 0.156056 -1.058941 0.0 0.0 0.0 0.055
H 7.647586 -0.037272 0.857139 -0.1 0.0 0.0 -0.038
H -2.835024 0.376607 -1.251045 0.0 0.0 -0.1 0.099
H -6.951576 4.347424 -2.995851 0.0 0.0 0.0 -0.003
H 9.981167 2.268398 8.387709 0.0 0.0 0.0 0.056
H 0.059012 -3.420193 -1.411631 0.0 0.0 -0.1 0.102
H -1.414817 -3.840507 -0.438911 -0.2 -0.1 -0.6 0.116
H 3.609853 -0.641239 -4.960298 0.1 0.1 0.1 0.071
H -4.251359 0.016659 1.387184 0.0 -0.1 0.1 0.104
H 8.181102 4.123905 3.143187 0.0 0.0 0.0 0.060
H 6.942302 2.093151 8.002864 0.0 0.0 0.0 0.060
H -0.815227 -1.320931 -1.667325 -0.2 0.6 0.1 0.110
H 1.327706 1.054072 -0.284026 -0.8 0.1 0.7 -0.088
H 2.576119 -1.035641 0.715334 -0.3 0.5 0.4 0.043
H -5.182235 3.313997 0.984847 0.0 0.0 0.0 0.023
H 7.491182 0.596675 -1.646226 0.0 0.1 0.1 0.050
H -2.486414 0.154204 1.419974 0.0 0.1 0.1 0.090
H 4.226146 -0.297589 -2.435179 0.0 -0.1 0.1 -0.009
H 2.150523 -7.989998 -12.338699 0.0 0.0 0.0 0.052
H -3.567801 -5.414365 -5.777163 0.0 0.0 0.0 0.047
H 7.805960 0.223464 13.957008 0.0 0.0 0.0 0.061
H -2.856353 -2.171013 0.457873 -0.1 0.1 0.1 0.063
H -4.347459 -0.448815 -0.861506 0.0 0.1 -0.3 0.121
H 2.341671 -2.525078 1.524065 0.0 -0.3 -0.3 0.157
H 6.755464 3.380622 2.389934 0.0 0.0 0.0 0.052
H -2.306578 -6.448505 -6.473169 0.0 0.0 0.0 0.017
H -4.661152 4.615300 2.067630 0.0 0.1 0.0 -0.042
H -0.843595 6.928154 0.592499 0.0 0.0 0.0 0.058
H -0.793833 1.322471 -0.951244 -0.1 -1.1 -0.4 0.052
H -0.699072 -3.858048 -6.696889 0.0 0.0 0.0 0.043
H 3.157526 0.933366 -3.137057 -0.1 0.0 0.0 0.077
H -11.018165 -0.263058 0.545074 0.0 0.0 0.0 0.049
H -10.274028 2.636236 1.217535 0.0 0.0 0.0 0.015
H 7.695855 3.158682 9.204584 0.1 -0.1 -0.3 -0.065
H 8.965757 1.121215 9.288943 0.0 0.0 0.0 0.000
H -10.044404 0.748389 -0.540627 0.0 0.0 0.0 0.056
H -5.139772 6.015915 -4.827550 0.0 0.0 0.0 0.050
H 6.572314 2.305530 13.873897 0.0 0.0 0.0 0.061
H -5.903937 5.704987 0.301776 0.0 0.0 0.0 0.007
H -4.322606 -4.919490 -8.207451 0.0 0.0 0.0 0.051
H 2.941971 -6.855791 -11.227162 0.0 0.0 0.0 0.058
H 5.792074 1.245304 12.684202 0.0 0.0 0.0 0.052
H -5.923478 -1.875970 3.948060 0.0 0.0 0.0 0.061
H -0.573626 6.884953 3.003113 0.0 0.0 0.0 0.059
H 7.263743 2.660110 4.823181 0.0 -0.1 -0.2 -0.030
H -11.758715 2.215621 0.336513 0.0 0.0 0.0 0.060
H -4.381680 0.195555 3.795927 0.0 0.0 0.0 0.022
H -6.685761 3.929260 -4.703067 0.0 0.0 0.0 0.059
H -0.009201 -6.366902 -6.792178 0.0 0.0 0.0 0.038
H 8.679212 1.804147 4.191762 0.0 0.0 0.0 0.021
H -3.027143 -2.315315 -1.264803 0.0 0.0 -0.1 0.130
H -2.348317 7.599669 1.247383 0.0 0.0 0.0 0.053
H -6.996809 5.682449 1.703675 0.0 0.0 0.0 0.057
H 0.642248 -5.693574 -10.969782 0.0 0.0 0.0 0.026
H 0.799342 -5.288981 -7.939443 -0.1 0.0 0.0 0.049
H 7.951699 -1.705638 0.332232 0.0 0.0 -0.1 0.061
H -6.873401 6.346264 -4.643523 0.0 0.0 0.0 0.061
```
Forces are in eV/Å.

The HOMO-LUMO gap is 7.449 eV. The charge is +1. The calculation puts the total energy at -69323.30480 hartree.

C5H9N3 | ωB97M-V/def2-TZVPD

```
17
Properties=species:S:1:pos:R:3:forces:R:3:lowdin_charge:R:1
N 1.950559 0.427990 1.578242 3.2 1.7 -3.2 0.017
N 1.044960 1.026130 -0.398224 1.7 0.5 -0.7 0.053
N -2.411074 -1.551370 -1.812771 0.5 -0.2 -0.3 -0.027
C 0.011405 0.512040 0.285335 4.5 0.3 4.1 -0.294
C -1.434218 -1.248048 -0.762106 1.1 0.1 -0.7 -0.290
C -1.245742 0.282678 -0.407955 -4.8 -0.5 1.2 -0.183
C 0.681268 0.198636 1.636341 -6.6 -1.9 -2.0 -0.084
C 2.160394 0.980129 0.314726 1.8 0.2 -1.3 -0.204
H -2.222413 -1.197370 -2.740016 0.6 0.1 0.1 0.058
H 3.241515 1.209983 -0.106291 -2.6 -0.4 1.2 0.145
H -1.515983 0.890725 -1.350293 1.2 -0.7 1.6 0.130
H -3.339104 -1.224163 -1.627537 -0.4 0.1 0.7 0.050
H -1.778503 -1.838504 0.092555 0.3 0.4 0.2 0.098
H -0.375555 -1.629255 -1.008537 -1.7 0.3 -0.1 0.129
H 0.250750 -0.387117 2.430073 -0.1 0.2 0.2 0.097
H 2.776635 0.004513 1.986620 -0.8 0.1 0.8 0.159
H -2.167105 0.499336 0.354641 2.0 -0.2 -1.7 0.146
```
Forces are in eV/Å.

Its structure (SMILES) is NCCc1c[nH]cn1. The HOMO-LUMO gap is 8.765 eV. The charge is 0. The calculation puts the total energy at -360.11969 hartree.

C5H10O2Sc | ωB97M-V/def2-TZVPD

```
18
Properties=species:S:1:pos:R:3:forces:R:3:lowdin_charge:R:1
Sc 3.982397 3.542147 0.702771 -0.1 -1.0 0.4 1.048
O 0.559070 0.257098 1.983713 1.1 0.0 0.5 -0.091
O 3.968727 1.345281 1.665432 0.0 1.5 -0.9 -0.408
C -1.766872 -0.078041 1.852239 0.4 0.2 -0.2 0.047
C 5.207007 1.020384 2.277833 0.8 -0.2 0.4 -0.088
C 2.859731 0.682722 2.247023 -0.7 -0.5 0.6 -0.178
C 1.676623 0.796688 1.308102 -0.6 -0.3 -0.4 -0.202
C -0.585202 0.135581 1.271579 -1.3 0.4 -0.5 -0.237
H -0.490079 0.333439 0.198082 0.0 -0.4 0.2 0.122
H 1.444294 1.829190 1.002283 0.2 0.2 0.2 0.099
H -2.654818 -0.174753 1.230942 0.3 0.0 0.2 0.064
H 1.886074 0.257021 0.371636 0.0 -0.1 0.2 0.142
H 5.432466 -0.044848 2.130323 -0.1 0.3 0.0 0.115
H 3.102260 -0.380708 2.402068 0.0 0.3 -0.1 0.152
H 5.983330 1.627692 1.796413 -0.1 -0.2 0.1 0.078
H -1.873381 -0.100306 2.937167 0.1 -0.2 -0.3 0.072
H 5.181679 1.248346 3.353855 0.0 -0.1 -0.3 0.114
H 2.630622 1.114769 3.234800 0.0 0.0 -0.3 0.151
```
Forces are in eV/Å.

The HOMO-LUMO gap (alpha / beta) is 6.678 / 6.649 eV. The charge is +1. The calculation puts the total energy at -1107.31229 hartree.